C6H10N5S | the ωB97M-V functional and the def2-TZVPD basis

Summary:
LUMO	-0.14682	Ha
molecular weight	184.25	g/mol
calculated total energy	-906.31877	a.u.
net charge	+1
F_max	5.7	eV Å⁻¹
orbital gap	0.2887	Eh

Each line ends with the Löwdin charge.
Positions of all 22 atoms, in Å:
C  -0.463  -0.661  3.713  -0.113
C  1.221  0.121  2.466  -0.065
C  -0.735  -0.373  1.387  -0.833
C  1.306  -1.248  -1.639  0.083
C  0.250  -0.727  -2.321  -0.164
C  -0.139  0.640  -2.199  -0.458
N  0.718  -0.145  3.752  0.113
N  -1.202  -0.808  2.569  0.110
N  0.572  -0.074  1.294  0.045
N  -1.004  1.183  -3.136  0.226
N  0.445  1.456  -1.330  0.187
S  -1.608  -0.323  -0.047  0.739
H  -0.832  -0.801  4.740  0.154
H  2.173  0.579  2.357  0.110
H  1.646  -2.286  -1.653  0.085
H  1.879  -0.659  -0.861  0.079
H  -0.415  -1.363  -2.949  0.133
H  -1.764  0.685  -3.573  0.141
H  -1.190  2.071  -2.918  0.060
H  1.032  1.295  -0.591  0.062
H  -2.200  -0.982  2.595  0.155
H  0.311  2.419  -1.656  0.151

C19H20BrF3N4O4PtS2Si | the ωB97M-V functional and the def2-TZVPD basis

Summary:
LUMO	0.14033	Ha
molecular weight	792.59	g/mol
calculated total energy	-5334.98506	a.u.
net charge	-2
F_max	0.5	eV Å⁻¹
orbital gap	0.2277	Eh

Each line ends with the Löwdin charge.
Positions of all 55 atoms, in Å:
Pt  0.937  1.166  -1.094  0.871
Br  2.356  -6.345  0.295  0.654
C  1.729  -4.646  -0.307  -0.668
C  1.441  -4.471  -1.649  -0.225
N  0.997  -3.316  -2.128  0.075
C  0.846  -2.295  -1.278  -0.098
C  1.108  -2.390  0.085  -0.120
C  1.551  -3.607  0.582  -0.062
C  0.926  -1.242  1.074  -0.631
O  0.809  -1.571  2.259  -0.004
O  0.973  -0.050  0.646  -0.209
H  1.575  -5.287  -2.351  0.088
H  0.502  -1.357  -1.696  0.068
H  1.736  -3.706  1.643  0.112
F  -0.368  2.451  -3.229  -0.014
C  0.844  2.484  -2.571  -0.712
F  0.913  3.779  -2.090  -0.023
F  1.740  2.506  -3.621  -0.038
C  4.076  2.101  -0.054  -0.237
Si  3.185  0.936  -1.266  0.362
C  3.769  -0.803  -0.748  -0.223
C  4.149  1.182  -2.888  -0.238
H  5.160  1.938  -0.050  0.009
H  3.693  1.955  0.959  0.014
H  3.880  3.140  -0.330  0.013
H  4.867  -0.799  -0.734  0.019
H  3.443  -1.576  -1.448  0.015
H  3.423  -1.078  0.248  0.014
H  5.219  1.138  -2.649  0.013
H  3.936  2.135  -3.366  0.001
H  3.931  0.388  -3.608  0.018
N  -3.888  -0.472  5.222  0.064
C  -3.523  0.303  4.097  -0.335
C  -2.187  0.382  3.709  -0.026
C  -1.818  1.151  2.621  -0.036
C  -2.784  1.851  1.908  -0.284
C  -4.113  1.777  2.288  -0.079
C  -4.484  1.010  3.385  -0.053
S  -2.294  2.799  0.480  0.531
O  -3.543  3.268  -0.094  -0.395
O  -1.354  3.788  0.934  -0.316
N  -1.531  1.787  -0.483  -0.173
C  -2.252  0.905  -1.212  -0.706
S  -4.006  0.762  -1.262  1.004
C  -3.854  -0.612  -2.303  -0.453
C  -2.545  -0.843  -2.555  -0.282
N  -1.654  0.000  -1.954  0.005
H  -3.226  -1.214  5.396  0.074
H  -4.820  -0.853  5.142  0.069
H  -1.427  -0.196  4.218  0.109
H  -0.783  1.169  2.303  0.111
H  -4.853  2.313  1.708  0.102
H  -5.528  0.947  3.677  0.098
H  -4.713  -1.142  -2.682  0.034
H  -2.165  -1.639  -3.181  0.093

C19H20BrIrN4O5 | the ωB97M-V functional and the def2-TZVPD basis

Summary:
LUMO (alpha / beta)	-0.12549 / -0.13222	Ha
spin multiplicity	2
molecular weight	656.51	g/mol
calculated total energy	-4009.28850	a.u.
net charge	+1
F_max	0.6	eV Å⁻¹
orbital gap (alpha / beta)	0.2800 / 0.2692	Eh

Each line ends with the Löwdin spin population.
Positions of all 50 atoms, in Å:
Ir  1.471  0.877  -0.576  0.775
O  0.221  -4.218  -0.252  0.000
C  1.240  -3.914  0.618  0.000
C  1.550  -4.711  1.707  0.000
C  2.586  -4.339  2.553  0.000
C  3.311  -3.184  2.306  0.000
C  2.993  -2.397  1.205  0.000
C  1.953  -2.744  0.360  0.002
C  1.587  -1.905  -0.849  0.005
O  2.412  -0.797  -1.003  0.073
N  0.155  -1.496  -0.696  0.000
N  -0.142  -0.185  -0.843  0.011
C  -1.355  0.235  -0.962  0.005
C  -1.684  1.647  -0.928  0.000
Br  -0.156  2.843  -0.813  0.008
C  -2.888  2.227  -0.900  0.002
C  -4.226  1.650  -1.041  0.000
C  -5.274  2.348  -0.431  0.000
C  -6.575  1.881  -0.497  0.000
C  -6.857  0.718  -1.198  0.000
C  -5.835  0.037  -1.845  0.000
C  -4.531  0.497  -1.771  0.000
H  -0.115  -5.101  -0.066  0.000
H  0.988  -5.619  1.892  0.000
H  2.832  -4.967  3.399  0.000
H  4.137  -2.913  2.949  0.000
H  3.587  -1.527  0.961  0.000
H  1.651  -2.517  -1.756  0.002
H  -0.553  -2.162  -0.976  0.000
H  -2.155  -0.492  -0.999  0.000
H  -2.897  3.299  -0.727  0.000
H  -5.061  3.261  0.111  0.000
H  -7.369  2.430  -0.010  0.000
H  -7.874  0.354  -1.262  0.000
H  -6.057  -0.847  -2.427  0.000
H  -3.775  -0.015  -2.348  0.000
N  1.670  1.026  1.760  0.095
N  3.040  1.031  2.041  0.007
C  3.966  1.350  1.113  0.001
O  5.142  1.331  1.247  0.001
O  3.399  1.774  -0.140  0.004
H  1.222  1.837  2.181  0.001
H  1.260  0.167  2.117  0.000
H  3.374  0.771  2.957  0.002
C  3.361  3.771  -1.484  0.001
C  3.133  3.203  -0.128  0.001
O  2.802  3.742  0.870  -0.001
H  2.809  4.701  -1.590  0.000
H  4.429  3.983  -1.569  0.000
H  3.099  3.058  -2.262  0.002

C3H5N3OS | the ωB97M-V functional and the def2-TZVPD basis

Summary:
LUMO	0.01940	Ha
molecular weight	131.16	g/mol
calculated total energy	-754.94149	a.u.
F_max	4.9	eV Å⁻¹
orbital gap	0.3077	Eh

Each line ends with the Löwdin charge.
Positions of all 13 atoms, in Å:
N  0.597  0.496  -2.218  0.067
C  0.238  0.174  -0.845  -0.423
C  1.010  -0.028  0.187  0.009
N  0.103  -0.456  1.150  -0.149
O  0.428  -0.603  2.465  0.037
C  -1.194  -0.339  0.772  -0.817
S  -2.524  -0.247  1.771  0.572
N  -1.047  -0.033  -0.560  0.105
H  1.340  -0.123  -2.496  0.057
H  1.135  1.492  -2.203  0.148
H  2.130  -0.094  0.212  0.156
H  -0.385  -0.580  2.955  0.032
H  -1.830  0.341  -1.188  0.205

C18H20ClFeN2S2Si | the ωB97M-V functional and the def2-TZVPD basis

Summary:
LUMO (alpha / beta)	0.09959 / 0.09924	Ha
spin multiplicity	5
molecular weight	447.89	g/mol
calculated total energy	-3617.27194	a.u.
net charge	-1
F_max	0.9	eV Å⁻¹
orbital gap (alpha / beta)	0.2124 / 0.2475	Eh

Each line ends with the Löwdin spin population.
Positions of all 45 atoms, in Å:
Fe  -1.259  -0.853  -1.503  3.644
C  3.331  -2.075  3.313  0.000
Si  2.273  -0.593  2.870  0.001
C  3.230  0.954  3.332  0.000
C  0.744  -0.651  3.924  0.003
C  2.081  -0.593  1.007  0.001
C  3.254  -0.534  0.274  0.004
C  3.254  -0.574  -1.118  0.002
C  2.028  -0.674  -1.745  0.007
N  0.881  -0.715  -1.081  0.033
C  0.867  -0.685  0.276  0.012
S  -0.735  -0.761  0.928  0.049
H  3.538  -2.094  4.388  0.000
H  4.288  -2.065  2.784  0.000
H  2.816  -3.003  3.049  0.000
H  3.443  0.969  4.406  0.000
H  2.649  1.847  3.088  0.000
H  4.182  1.020  2.798  0.000
H  1.044  -0.657  4.977  0.000
H  0.152  -1.544  3.714  0.001
H  0.100  0.210  3.738  0.001
H  4.206  -0.459  0.795  0.000
H  4.171  -0.543  -1.691  0.000
H  1.947  -0.737  -2.826  0.001
S  -5.285  1.197  -1.984  0.008
C  -5.653  -0.467  -1.870  0.004
C  -4.536  -1.234  -1.726  0.007
C  -3.292  -0.515  -1.705  0.042
C  -3.576  0.818  -1.850  0.009
C  -2.542  1.833  -1.852  0.008
C  -2.794  3.211  -1.789  -0.001
C  -1.744  4.101  -1.740  0.004
C  -0.445  3.615  -1.749  -0.001
C  -0.275  2.246  -1.817  0.008
N  -1.278  1.372  -1.880  0.037
H  -6.686  -0.783  -1.907  0.001
H  -4.602  -2.314  -1.639  0.001
H  -3.822  3.552  -1.755  0.000
H  -1.929  5.167  -1.680  0.000
H  0.411  4.274  -1.699  0.000
H  0.719  1.813  -1.821  0.000
Cl  0.164  -3.794  -2.498  0.028
C  -1.415  -2.858  -2.197  0.069
H  -1.924  -3.432  -1.418  0.007
H  -1.980  -2.992  -3.122  0.010

CH2O2S | the ωB97M-V functional and the def2-TZVPD basis

Summary:
LUMO (alpha / beta)	-0.11429 / -0.11301	Ha
molecular weight	78.09	g/mol
calculated total energy	-587.71501	a.u.
F_max	4.7	eV Å⁻¹
orbital gap (alpha / beta)	0.2870 / 0.2853	Eh

Each line ends with the Löwdin charge.
Positions of all 6 atoms, in Å:
C  0.136  1.237  -0.496  0.013
O  -1.042  -1.067  0.611  -0.394
O  1.148  -0.462  1.378  -0.349
S  0.135  -0.269  0.369  0.515
H  0.541  -1.092  -1.018  0.164
H  -0.918  1.653  -0.843  0.050

C16H18F6N6PmSSb | the ωB97M-V functional and the def2-TZVPD basis

Summary:
LUMO (alpha / beta)	-0.11723 / -0.16664	Ha
spin multiplicity	6
molecular weight	707.18	g/mol
calculated total energy	-2795.04339	a.u.
net charge	+1
F_max	2.7	eV Å⁻¹
orbital gap (alpha / beta)	0.2691 / 0.2441	Eh

Each line ends with the Löwdin spin population.
Positions of all 49 atoms, in Å:
Pm  1.015  0.167  -0.640  4.057
C  -2.488  3.318  0.070  0.000
C  -1.254  2.481  0.165  0.002
N  -1.201  1.228  -0.098  -0.005
N  -2.406  0.618  -0.396  0.021
C  -2.414  -0.649  -0.112  0.024
N  -3.586  -1.308  -0.269  -0.002
S  -1.069  -1.598  0.506  0.268
C  -0.015  3.073  0.736  0.000
C  0.111  4.435  0.935  0.000
C  1.222  4.918  1.611  0.000
C  2.164  4.021  2.078  0.001
C  1.979  2.678  1.806  0.000
N  0.922  2.204  1.147  -0.003
H  -3.351  2.700  -0.142  0.000
H  -2.370  4.046  -0.739  0.000
H  -2.649  3.876  0.993  0.000
H  -4.409  -0.786  -0.518  0.000
H  -3.685  -2.237  0.096  -0.001
H  -0.652  5.110  0.574  0.000
H  1.341  5.981  1.776  0.000
H  3.035  4.348  2.629  0.000
H  2.712  1.948  2.123  0.000
C  0.444  -1.089  -2.959  0.124
C  1.276  -2.107  -2.337  0.061
C  0.447  -3.014  -1.733  0.107
C  -0.915  -2.580  -1.925  0.278
C  -0.879  -1.382  -2.692  0.056
H  0.791  -0.361  -3.677  0.005
H  2.337  -2.217  -2.495  0.001
H  0.739  -3.915  -1.212  0.001
H  -1.793  -3.171  -1.722  0.006
H  -1.740  -0.845  -3.058  0.000
N  2.963  -2.943  2.103  0.001
C  2.257  -2.209  3.034  0.001
C  1.780  -1.139  2.356  0.002
N  2.180  -1.210  1.032  -0.006
C  2.893  -2.311  0.921  0.001
H  3.449  -3.808  2.275  0.000
H  2.159  -2.509  4.062  0.000
H  1.172  -0.329  2.721  0.001
H  3.364  -2.672  0.022  0.000
F  1.216  1.953  -1.952  -0.003
Sb  3.215  2.071  -2.054  0.000
F  3.021  3.742  -1.328  0.000
F  3.094  1.290  -0.273  -0.001
F  3.024  2.474  -3.830  0.000
F  2.991  0.208  -2.402  0.001
F  5.047  1.997  -1.972  0.000

C32H21BrF5N3O2RuS | the ωB97M-V functional and the def2-TZVPD basis

Summary:
LUMO (alpha / beta)	-0.11278 / -0.20495	Ha
spin multiplicity	6
molecular weight	787.57	g/mol
calculated total energy	-5112.95049	a.u.
net charge	+1
F_max	0.5	eV Å⁻¹
orbital gap (alpha / beta)	0.2818 / 0.1895	Eh

Each line ends with the Löwdin spin population.
Positions of all 66 atoms, in Å:
Ru  1.439  2.194  1.189  3.557
C  4.516  -0.360  0.991  0.004
C  3.948  0.782  1.777  0.044
C  4.217  2.105  1.389  0.054
C  3.694  3.183  2.097  0.023
C  2.866  2.961  3.209  0.033
C  2.584  1.650  3.598  0.038
C  3.137  0.576  2.892  0.062
H  4.368  -0.199  -0.077  0.001
H  4.058  -1.306  1.276  0.000
H  5.590  -0.441  1.164  0.002
H  4.824  2.287  0.511  0.002
H  3.930  4.194  1.788  0.001
H  2.471  3.800  3.768  0.001
H  1.955  1.465  4.459  0.001
H  2.895  -0.435  3.194  0.002
F  -4.852  4.868  -0.022  0.019
C  -3.547  4.797  0.175  0.054
C  -3.019  3.755  0.932  -0.006
F  -3.825  2.846  1.469  -0.006
C  -1.656  3.692  1.122  0.045
F  -1.164  2.695  1.888  0.044
C  -0.779  4.639  0.592  0.062
S  0.928  4.545  0.801  0.536
C  -1.343  5.685  -0.150  0.051
F  -0.557  6.612  -0.681  0.015
C  -2.707  5.765  -0.367  -0.008
F  -3.220  6.750  -1.088  -0.006
Br  3.568  0.174  -5.834  0.000
C  2.014  0.522  -4.817  0.000
C  0.764  0.318  -5.384  -0.001
C  -0.377  0.574  -4.637  0.000
C  -0.271  1.030  -3.333  0.001
C  0.989  1.233  -2.778  0.006
C  2.139  0.981  -3.518  0.001
C  1.111  1.704  -1.378  0.012
O  0.085  1.946  -0.692  0.126
O  2.263  1.831  -0.850  0.130
H  0.686  -0.035  -6.402  0.000
H  -1.351  0.418  -5.080  0.000
H  -1.150  1.232  -2.738  0.001
H  3.113  1.151  -3.081  0.001
N  -1.334  -4.456  -0.287  0.000
C  -2.323  -5.415  -0.210  0.000
C  -2.539  -6.596  -0.915  0.000
C  -3.658  -7.321  -0.565  0.000
C  -4.536  -6.891  0.449  0.000
C  -4.317  -5.723  1.141  0.000
C  -3.187  -4.973  0.801  0.000
N  -2.734  -3.780  1.319  0.000
C  -1.644  -3.510  0.654  0.000
C  -0.853  -2.305  0.887  0.001
C  -1.279  -1.401  1.857  0.003
C  -0.566  -0.240  2.054  0.011
N  0.533  0.069  1.358  0.074
C  0.960  -0.810  0.445  0.006
C  0.309  -1.997  0.181  0.002
H  -0.548  -4.463  -0.911  0.000
H  -1.871  -6.930  -1.696  0.000
H  -3.870  -8.246  -1.081  0.000
H  -5.399  -7.498  0.683  0.000
H  -4.986  -5.386  1.919  0.000
H  -2.168  -1.611  2.433  0.000
H  -0.890  0.482  2.795  0.002
H  1.853  -0.540  -0.107  0.000
H  0.713  -2.646  -0.582  0.000